*i*
C3H7NO3 | the ωB97M-V functional and the def2-TZVPD basis

Computed properties:
SMILES = N=C=O.COCO
Multiplicity = 1
Highest occupied orbital energy = -0.3698 hartree
Total charge = 0

Each line ends with the Mulliken charge.
Positions of all 14 atoms, in Å:
C 0.81280 1.07812 0.26403  -0.198
C 2.10061 -0.84722 -0.39550  -0.655
N -3.59068 -0.19167 1.07094  -0.440
C -2.70575 -0.61208 0.38044  0.604
O 1.19187 -0.30168 0.54143  -0.334
O 0.12023 1.21870 -0.92297  -0.484
O -1.86310 -1.10159 -0.25134  -0.443
H -0.49499 0.47206 -0.99637  0.311
H -4.49228 0.19205 0.89772  0.280
H 1.71699 1.69984 0.21469  0.319
H 0.22471 1.39453 1.13498  0.223
H 1.67974 -0.81071 -1.40543  0.295
H 3.04812 -0.29688 -0.39338  0.281
H 2.25172 -1.89348 -0.13925  0.241

---

*ii*
C3H7NO3 | the ωB97M-V functional and the def2-TZVPD basis

Computed properties:
SMILES = CO/C(CO)=N\O
Multiplicity = 1
Highest occupied orbital energy = -0.3593 hartree
Total charge = 0

Each line ends with the Mulliken charge.
Positions of all 14 atoms, in Å:
C 1.37907 1.16982 -0.19152  -0.645
C -0.31881 -0.30063 0.13354  0.678
C -1.79822 -0.55460 0.47182  -0.380
H 2.27246 1.15618 0.48560  0.228
H 1.49032 0.53345 -1.17068  0.372
H 1.35808 2.28058 -0.47699  0.251
H -2.14478 -0.25556 1.54349  0.196
H -1.92465 -1.67773 0.28248  0.272
H -2.05079 0.94298 -0.40604  0.329
H 2.07450 -1.90985 -0.18477  0.310
N 0.24951 -1.36483 -0.15965  -0.367
O 0.12479 0.87675 0.50782  -0.343
O -2.44749 0.17687 -0.69102  -0.463
O 1.73601 -1.07343 -0.14409  -0.437

---

*iii*
C3H7NO3 | the ωB97M-V functional and the def2-TZVPD basis

Computed properties:
SMILES = CC(C)=O.O=NO
Multiplicity = 1
Highest occupied orbital energy = -0.3498 hartree
Total charge = 0

Each line ends with the Mulliken charge.
Positions of all 14 atoms, in Å:
C -0.89721 -0.72885 -0.76733  -1.099
C 1.35736 -0.11815 -1.72514  -1.049
C 0.33467 0.11039 -0.70213  0.870
N -1.26811 0.80151 2.71475  0.241
O -1.98800 1.07543 3.66910  -0.391
O 0.06926 0.75064 2.86015  -0.329
O 0.55922 0.90059 0.19936  -0.683
H -0.66817 -1.79980 -0.74351  0.331
H -1.60719 -0.43628 0.01020  0.304
H -1.37460 -0.49383 -1.72518  0.346
H 2.33398 -0.33440 -1.08588  0.274
H 1.54691 0.66557 -2.34009  0.343
H 1.13670 -1.01008 -2.27377  0.334
H 0.46517 0.61725 1.90948  0.510

---

*iv*
C3H7NO3 | the ωB97M-V functional and the def2-TZVPD basis

Computed properties:
SMILES = CO[C@@](C)(O)N=O
Multiplicity = 1
Highest occupied orbital energy = -0.3279 hartree
Total charge = 0

Each line ends with the Mulliken charge.
Positions of all 14 atoms, in Å:
C 0.06625 1.58396 0.18759  -1.182
C 1.34975 -1.29307 0.13874  -0.658
C -0.50839 0.21488 0.00068  0.966
N -1.87344 0.23261 0.76841  -0.077
O -2.73892 -0.48363 0.38514  -0.297
O -0.65207 -0.07595 -1.32768  -0.531
O 0.16172 -0.81948 0.75400  -0.412
H 0.86513 1.70266 -0.66131  0.335
H 0.34987 1.69348 1.28950  0.252
H -0.62214 2.38982 0.05007  0.431
H 1.12742 -1.79124 -0.85213  0.229
H 1.73304 -1.94689 0.87572  0.249
H 1.88112 -0.41896 -0.07750  0.338
H -1.13936 -0.98819 -1.53121  0.359

---

Most favorable structure: *i*. The second most favorable one is 239.1 kJ/mol above it.